No. 1
C41H66BBr2ClFN5O5P | ωB97M-V with the def2-TZVPD basis set

The spin multiplicity is 1. The net charge is -1.

The geometry in XYZ format:
```
123
Properties=species:S:1:pos:R:3:mulliken_charge:R:1
H 5.279 -0.508 5.896 0.3655
O 2.080 -0.006 2.265 -0.2919
H -4.977 -2.972 -1.699 0.3758
C 2.619 -0.286 7.852 -0.5167
C 2.662 -2.782 0.656 -0.3106
H 1.911 0.408 -4.890 0.4718
C -5.177 7.022 -0.842 -0.8271
C 6.105 -0.886 -4.231 -1.5768
C -2.603 -4.281 1.776 -1.0227
H -4.197 7.919 -2.646 0.1312
C -4.614 6.464 0.274 -0.4949
H 1.108 -0.101 6.220 0.5071
H 3.260 -1.909 0.907 0.0384
H 2.853 -3.545 1.410 0.3870
O 2.761 1.261 -2.162 -0.7451
H -4.914 9.114 -7.491 0.3697
N -3.255 6.527 0.136 0.0342
H 1.422 -2.589 -1.850 -0.8176
H -4.530 -5.046 0.433 0.3721
H -0.451 -5.564 2.161 0.4911
H -1.227 -2.637 2.137 0.2450
H -2.193 -3.964 -1.076 0.1849
H 4.140 -3.408 -0.830 0.2221
O 2.368 2.467 2.693 -0.5522
H -0.306 -5.347 8.678 0.4167
H 3.080 -0.281 4.709 0.2038
H 1.040 1.113 -3.573 0.4178
H 4.550 -2.211 -5.824 0.3924
H -5.569 -3.624 0.443 0.3319
C -4.111 7.440 -1.685 0.4877
H 2.040 -0.244 8.760 0.4122
H 4.076 -0.660 -6.491 0.2934
H 0.930 -3.372 3.728 0.1829
H 4.351 0.106 3.166 0.2761
C 1.545 0.202 -3.884 -1.3768
H 4.737 -0.507 8.550 0.4042
N 3.165 -0.304 5.709 0.0781
H -1.953 2.864 -1.590 0.1983
H 6.404 -0.520 -3.254 0.3425
O 1.882 -0.461 -0.958 -0.0525
C -2.827 9.828 -7.164 -0.3564
H 6.681 -0.311 -4.967 0.3644
C 3.061 -3.296 -0.725 -0.9349
C -0.786 -0.681 -3.149 0.1551
H -3.450 -3.646 6.231 0.4061
H 3.261 2.633 0.166 0.5178
C -1.225 3.405 -0.985 -1.3211
H -1.222 4.438 -1.331 0.3601
C -1.405 -3.646 2.512 0.3920
H 4.226 1.190 0.003 0.3943
N 4.079 0.263 -3.659 -0.5385
P 2.945 1.156 1.940 0.8039
Cl 3.048 -3.289 -3.397 -0.2676
C 2.501 -2.475 -1.887 1.7618
H -3.061 -1.501 -1.248 0.2656
C 4.334 -0.427 6.406 -0.4054
C 2.117 -0.211 6.579 -0.5627
C 3.999 -1.295 -5.606 -1.3587
H -4.765 8.379 -5.103 0.1784
H 2.960 -1.573 -5.462 0.3550
C 0.492 -0.917 -3.994 -1.2892
C -0.872 -4.725 8.005 -0.5246
Br 1.253 3.931 -2.303 -0.2253
H -4.111 -2.799 1.920 0.4887
H -0.648 -2.727 -2.528 0.4198
C -3.541 -3.273 1.114 -0.1310
Br -0.615 0.767 0.467 -0.2266
H -5.062 6.029 1.150 0.3944
H 6.298 -1.948 -4.354 0.3633
C 2.815 -0.978 -1.782 -0.1648
O 4.407 0.880 2.602 -0.5921
H -1.350 -2.300 6.006 0.2122
H -2.539 10.257 -8.108 0.3824
H -1.640 -0.602 -3.830 0.6960
H 1.631 -2.435 0.683 -0.0837
H -1.472 3.405 0.074 0.3942
C -1.129 -1.814 -2.163 -0.1478
C -2.537 -3.881 6.751 -0.5941
H 0.852 -1.923 -3.803 0.5397
H 0.377 -4.976 4.318 0.4459
H -0.732 0.287 -2.648 -0.3854
H 0.158 -0.925 -5.035 0.5678
H -2.991 -2.479 0.613 -0.0686
H -2.589 6.184 0.804 0.2064
H 0.315 -4.192 1.378 0.1376
H 0.565 -3.142 7.369 0.3997
C 0.821 -4.429 3.487 -1.4343
C -2.792 9.124 -5.029 -0.1647
H -2.200 -4.926 0.990 0.4438
H -2.905 -5.670 7.943 0.4245
F 4.129 -0.926 -1.269 -0.5141
C 4.029 -0.423 7.742 -0.5724
C -2.034 9.744 -5.986 -0.5593
H -1.025 10.095 -5.858 0.3805
C -2.232 -4.894 7.620 -0.3807
C 0.158 2.836 -1.185 0.7693
C 3.224 1.540 0.243 -0.4822
C -4.039 9.256 -6.881 -0.5342
H 2.646 -4.301 -0.849 0.5252
C -2.940 7.122 -1.052 -0.7289
H 1.767 -4.883 3.195 0.4120
B 2.116 1.027 -0.872 -1.1010
H -1.594 -3.603 3.588 -0.2307
N -4.009 8.834 -5.581 0.0455
H -2.570 8.866 -4.008 0.2425
H -3.157 -1.808 -2.968 0.4905
C -2.631 -2.100 -2.055 -0.8986
H -6.232 7.120 -1.033 0.3740
C -4.567 -3.981 0.199 -0.8578
H 2.436 2.301 3.640 0.3586
H -0.745 -1.553 -1.177 -0.2398
C -0.153 -4.523 2.306 -0.4455
C -4.373 -3.799 -1.322 -0.8759
H -3.146 -4.909 2.484 0.2857
H -1.913 7.265 -1.345 0.4388
C 4.631 -0.593 -4.419 1.1004
H -4.741 -4.715 -1.790 0.3301
C -2.926 -3.586 -1.791 -0.5486
C 2.809 0.069 -2.974 1.1243
C -0.403 -3.614 7.357 -0.4711
H -2.742 -4.105 -2.735 0.5056
N -1.418 -3.110 6.594 0.1050
C 0.629 1.706 -0.655 0.2103
```

No. 2
C18H20N2O3 | ωB97M-V with the def2-TZVPD basis set

The energy relative to the best compared isomer or geometry (same formula, charge and spin) is 112.56 kcal per mole. The spin multiplicity is 1. The net charge is 0. The structure (SMILES) is N[C@@H](Cc1ccccc1)C(=O)N[C@@H](Cc1ccccc1)C(=O)O.

The geometry in XYZ format:
```
43
Properties=species:S:1:pos:R:3:nbo_charge:R:1
H -3.301 -4.158 1.977 0.2154
O -0.036 -0.342 3.789 -0.5685
H -2.922 0.061 -0.576 0.2157
H 0.831 3.580 -0.572 0.2210
H 4.123 0.624 -0.978 0.2013
C 3.691 -1.126 -2.261 -0.1950
C 1.211 2.564 -0.463 -0.1211
C -3.529 -1.977 -0.516 -0.2127
H 3.231 -2.499 -3.777 0.2099
H -2.258 0.416 3.145 0.2527
C -2.957 -0.836 0.072 -0.2274
H 0.354 0.450 -3.028 0.2438
C 1.757 -0.931 -3.717 -0.2036
H 2.884 2.036 0.702 0.3942
H 1.613 2.682 1.770 0.4107
C 2.262 0.783 -2.015 -0.0593
N 1.924 2.323 0.856 -0.9203
C -2.438 -0.878 1.389 -0.0550
C -0.071 1.709 -0.539 0.6947
H -2.993 1.153 1.664 0.2260
C -3.202 -3.193 1.565 -0.2303
C 1.435 0.217 -2.963 -0.2040
H -2.236 -2.232 3.097 0.2126
H 1.853 0.679 1.656 0.5044
O -0.688 1.807 -1.632 -0.6580
C 0.265 0.144 2.745 0.7792
N -0.600 1.017 0.506 -0.6612
C -3.742 -3.113 0.221 -0.2001
H 4.536 -1.636 -1.941 0.2072
C 2.852 -1.627 -3.257 -0.2185
H -1.582 0.866 0.215 0.4197
H 2.908 2.834 -1.784 0.2231
C -2.601 -2.117 2.042 -0.1409
H 1.095 -1.126 -4.508 0.2183
O 1.604 0.146 2.484 -0.6987
C 3.381 0.156 -1.625 -0.2086
C 1.944 2.282 -1.699 -0.4383
H -0.877 2.153 2.236 0.2200
H -4.087 -1.989 -1.589 0.2215
H 1.273 2.581 -2.587 0.2729
C -0.805 1.011 1.951 -0.1177
H -4.038 -4.058 -0.094 0.2084
C -2.238 0.484 2.122 -0.4335
```

No. 3
C6H6N5O | ωB97M-V with the def2-TZVPD basis set

The energy relative to the best compared isomer or geometry (same formula, charge and spin) is 81.34 kcal per mole. The spin multiplicity is 1. The net charge is +1. The structure (SMILES) is [NH2+]=COn1nnc2cccnc21.

The geometry in XYZ format:
```
18
Properties=species:S:1:pos:R:3:nbo_charge:R:1
N 0.861 -1.322 -0.497 -0.1147
H -0.703 -4.233 -1.056 0.4396
H 2.769 2.263 0.304 0.2413
C 1.298 0.785 -0.058 0.0296
N 1.732 -0.412 -0.425 -0.1077
O -1.611 -1.390 -0.084 -0.2394
N -0.649 -3.391 -0.527 -0.6785
C 0.821 3.006 0.623 -0.2579
H 1.194 3.937 0.902 0.2493
H -1.425 3.283 0.826 0.2369
H -2.597 -3.155 -0.808 0.2482
N -1.036 1.474 0.536 -0.4184
C 1.768 2.075 0.334 -0.0929
C -0.161 0.579 0.134 0.3147
C -1.688 -2.648 -0.504 0.5189
H 0.358 -2.815 -0.273 0.4747
N -0.390 -0.723 -0.058 0.0406
C -0.541 2.687 0.630 0.1157
```

No. 4
C24H33N4O3S2 | ωB97M-V with the def2-TZVPD basis set

The energy relative to the best compared isomer or geometry (same formula, charge and spin) is 23.92 kcal per mole. The spin multiplicity is 1. The net charge is +1. The structure (SMILES) is CCCC[N@H+](C)S(=O)(=O)c1ccc(C(=O)N(CCN(C)C)c2nc3ccc(C)cc3s2)cc1.

The geometry in XYZ format:
```
66
Properties=species:S:1:pos:R:3:nbo_charge:R:1
H -4.183 -0.798 -0.056 0.2244
O -2.923 3.106 -1.122 -0.8709
C -4.424 0.775 -2.189 -0.4466
C 3.496 -2.902 -1.198 -0.2231
O 0.775 -3.333 -0.994 -0.5565
C -1.487 -0.053 0.661 -0.1830
C -6.327 -0.495 -0.050 -0.4146
N -4.560 1.124 -0.777 -0.5451
H -2.046 0.030 1.579 0.2473
H 2.804 -1.972 2.204 0.1945
N 4.411 -2.044 0.887 -0.4669
H 4.186 5.962 -0.120 0.2246
C -6.670 -1.536 1.019 -0.3892
H 5.558 2.911 -1.090 0.2227
C 2.741 1.424 0.139 0.1661
H -5.268 1.856 -0.675 0.4354
C -1.731 0.832 -0.376 -0.4216
S -2.976 2.058 -0.168 2.2815
H 5.741 5.147 -0.326 0.2190
H 4.818 -3.989 0.127 0.2009
H -3.704 -0.036 -2.294 0.2329
C -0.512 -1.014 0.491 -0.1262
H 0.509 -0.219 -2.651 0.2407
C 5.841 -1.817 0.828 -0.4118
N 2.499 -1.856 -1.061 -0.4772
C 2.918 -0.597 -0.704 0.3332
H -6.453 -0.950 -1.034 0.2104
H 5.078 5.410 1.291 0.2262
H -0.305 -1.725 1.274 0.2346
H -6.563 -1.087 2.008 0.2054
H 4.162 -0.921 2.610 0.2083
H -4.067 1.648 -2.732 0.2502
H 6.404 -2.544 1.429 0.1791
H -5.969 -2.369 0.951 0.2049
H 4.281 -2.666 2.920 0.1775
C 1.186 -2.199 -0.908 0.6683
H -8.810 -1.242 0.929 0.2089
H 6.058 -0.817 1.200 0.2087
H 3.181 -3.733 0.755 0.2096
S 4.359 0.130 -1.410 0.3727
H -7.024 0.341 0.034 0.2076
C 4.826 5.167 0.260 -0.6307
C 4.634 2.800 -0.544 -0.2249
H -4.762 0.379 1.144 0.2412
C 3.891 -1.905 2.230 -0.4034
C -0.051 -0.166 -1.730 -0.1979
H -8.216 -2.529 -0.123 0.2082
C -1.031 0.792 -1.572 -0.1550
C -8.092 -2.054 0.848 -0.6013
H 4.308 -2.525 -1.822 0.2100
C 4.116 3.852 0.196 0.0099
H -1.248 1.512 -2.344 0.2488
C 4.002 -3.262 0.209 -0.2297
H -5.378 0.460 -2.612 0.2396
H -8.319 -2.787 1.616 0.2273
H 1.301 2.358 1.417 0.2152
H 2.523 4.508 1.464 0.2173
C 2.914 3.679 0.893 -0.2130
C 0.237 -1.052 -0.687 0.0125
H 6.178 -1.882 -0.205 0.2006
C 2.224 2.487 0.874 -0.2144
O -3.329 2.300 1.184 -0.8697
C 3.945 1.602 -0.572 -0.2182
H 3.026 -3.763 -1.674 0.2491
C -4.896 0.010 0.124 -0.2415
N 2.197 0.178 0.028 -0.5429
```

No. 5
C17H21N4O3STl | ωB97M-V with the def2-TZVPD basis set

The energy relative to the best compared isomer or geometry (same formula, charge and spin) is 49.15 kcal per mole. The spin multiplicity is 1. The net charge is 0.

The geometry in XYZ format:
```
47
Properties=species:S:1:pos:R:3:mulliken_charge:R:1
H -3.812 0.750 -0.171 0.4211
C -3.283 -2.596 -0.253 -0.2001
H 1.496 -6.307 -0.713 0.3517
H -6.692 -2.389 -0.323 0.3793
C -4.627 -2.971 -0.294 -0.7115
H -1.592 4.621 0.618 0.4130
Tl 0.588 -2.004 -0.206 1.2182
C -0.684 5.206 0.629 -0.3017
H -6.147 0.039 -0.243 0.3507
H 3.562 -0.991 1.575 0.3809
O 1.735 -4.301 -0.262 -0.2626
N -1.631 -0.659 -0.173 0.1598
H 4.802 -3.027 -0.281 0.3923
C -5.663 -2.054 -0.291 -0.4550
C 3.105 -4.282 -0.618 -0.5961
N 0.631 3.227 0.102 0.1866
H 3.579 -5.216 -0.297 0.4120
C -4.038 -0.305 -0.205 -0.0138
C -0.344 1.199 -0.089 -0.0263
C -0.722 6.564 0.902 -0.5039
O -1.000 -3.162 -0.190 -0.6462
C 1.656 6.704 0.664 -0.4954
H 1.542 2.817 -0.057 0.1353
S 1.270 0.405 -0.191 -0.5844
N -0.455 2.470 0.053 -0.3400
C 0.440 7.322 0.922 -0.5458
H 1.076 -5.169 -2.032 0.3366
H -4.859 -4.028 -0.329 0.3654
C 3.772 -3.124 0.074 -0.6008
C 3.650 -0.832 0.496 -0.7534
H 3.140 0.098 0.254 0.2185
H 0.013 -5.306 -0.614 0.1866
C 1.043 -5.341 -0.953 -0.7924
O 3.070 -1.915 -0.225 -0.3189
H 3.764 -3.281 1.158 0.3588
H 2.571 7.282 0.676 0.3434
C -5.359 -0.703 -0.245 -0.7333
H 3.200 -4.174 -1.705 0.3432
H -2.553 -3.414 -0.261 0.5806
H -1.676 7.035 1.104 0.3510
C -2.981 -1.226 -0.207 0.0433
C 0.539 4.593 0.372 0.5803
H 0.401 8.381 1.137 0.3704
C 1.709 5.348 0.390 -0.5075
H 4.706 -0.732 0.226 0.3172
H 2.663 4.873 0.190 0.3141
N -1.605 0.573 -0.112 -0.1212
```

No. 6
C16H13FN4O2 | ωB97M-V with the def2-TZVPD basis set

The energy relative to the best compared isomer or geometry (same formula, charge and spin) is 49.33 kcal per mole. The spin multiplicity is 1. The net charge is 0. The structure (SMILES) is O=C(/C=C(\O)c1ccc(Cc2ccc(F)cc2)[nH]1)c1nc[nH]n1.

The geometry in XYZ format:
```
36
Properties=species:S:1:pos:R:3:nbo_charge:R:1
O 3.523 2.572 2.639 -0.5527
H 7.520 -0.019 3.991 0.4110
H -2.622 0.942 -2.252 0.2339
C -5.644 -1.494 -2.483 -0.2745
C -3.784 -0.656 -1.183 -0.0201
C -2.992 -0.743 0.088 -0.4597
H 3.217 0.276 0.351 0.2327
H -6.607 -2.103 -2.613 0.2322
N 6.129 0.505 1.366 -0.4716
H -1.083 0.832 1.503 0.4205
C -3.491 0.221 -2.331 -0.2010
N -0.763 0.306 0.680 -0.4799
H 1.525 -0.668 -1.264 0.2110
H -5.180 -2.080 -0.373 0.2214
N 6.782 -0.004 3.317 -0.3572
C 0.602 0.388 0.373 0.0081
H -0.941 -1.526 -1.897 0.2230
C 0.642 -0.408 -0.740 -0.2072
H -3.021 -1.753 0.576 0.2364
F -5.995 -0.811 -4.846 -0.3347
H -3.513 -0.171 0.871 0.2333
C -0.662 -0.989 -1.076 -0.3052
C -4.299 0.218 -3.526 -0.2692
C -4.888 -1.541 -1.339 -0.2087
N 5.576 0.557 3.507 -0.2231
C 2.805 0.960 1.109 -0.4226
C 1.463 1.119 1.228 0.3739
C 5.145 0.885 2.323 0.1951
O 0.847 2.055 2.086 -0.6847
C 7.105 -0.065 2.002 0.1719
H 1.682 2.411 2.570 0.5217
C -5.292 -0.759 -3.640 0.3865
C 3.861 1.596 2.014 0.5386
H 7.994 -0.506 1.555 0.2211
H -4.097 0.827 -4.382 0.2328
C -1.543 -0.374 -0.203 0.1672
```

No. 7
CH5N3O2S | ωB97M-V with the def2-TZVPD basis set

The energy relative to the best compared isomer or geometry (same formula, charge and spin) is 66.86 kcal per mole. The spin multiplicity is 1. The net charge is 0. The structure (SMILES) is C/N=N/S(N)(=O)=O.

The geometry in XYZ format:
```
12
Properties=species:S:1:pos:R:3:nbo_charge:R:1
H -0.497 -0.530 2.712 0.4079
O 2.381 0.502 2.342 -0.8903
O 0.993 2.207 1.259 -0.9040
H 0.692 -1.080 -2.162 0.2128
H -0.023 0.431 -2.834 0.2263
N 0.218 0.384 -0.752 -0.1095
N 0.833 -0.290 0.061 -0.2309
S 1.074 0.821 1.757 2.1396
H -1.117 -0.518 -1.947 0.2331
H -0.880 1.100 2.413 0.4048
N -0.160 0.429 2.819 -1.0114
C -0.077 -0.283 -1.975 -0.4785
```

No. 8
C3H5NO2 | ωB97M-V with the def2-TZVPD basis set

The energy relative to the best compared isomer or geometry (same formula, charge and spin) is 85.48 kcal per mole. The spin multiplicity is 1. The net charge is 0.

The geometry in XYZ format:
```
11
Properties=species:S:1:pos:R:3:nbo_charge:R:1
H 1.492 0.569 -1.199 0.2160
N 0.650 -1.053 -0.089 -0.5980
C 0.652 0.154 -0.642 0.3076
H 1.552 -1.378 0.236 0.3963
C -0.761 0.670 -0.723 -0.1479
C -0.214 -0.442 1.093 0.5006
H -0.541 -1.171 1.842 0.1628
O -1.362 -0.070 0.311 -0.5269
H -1.212 0.414 -1.694 0.2115
H -0.810 1.751 -0.572 0.2099
O 0.554 0.554 1.437 -0.7318
```

| no. | DFT total energy (hartree) | Kohn-Sham gap (eV) | HOMO level (eV) |
| --- | --- | --- | --- |
| 1 | -8326.32909 | 7.710 | -5.53 |
| 2 | -1033.03118 | 9.288 | -8.91 |
| 3 | -580.84508 | 9.062 | -13.54 |
| 4 | -2175.21316 | 6.694 | -10.11 |
| 5 | -1675.56385 | 7.208 | -7.51 |
| 6 | -1086.79522 | 7.889 | -8.06 |
| 7 | -753.93096 | 9.421 | -9.39 |
| 8 | -322.43811 | 9.068 | -9.08 |